Here is a structure of composition C26H24FN4O6Tc from the OMol25 dataset. Energies are from ωB97M-V/def2-TZVPD.

ΔE to the lowest compared entry with this formula, charge and spin ... 0.0 kcal per mole
Net charge ... +1
2S+1 ... 2

Last column: Löwdin spin population.
Element x y z (Å)
Tc -0.513 -2.000 0.467  0.667
O -1.213 -4.073 0.054  0.011
C -1.777 -4.435 -1.204  0.000
C -2.011 -3.201 -2.039  0.002
C -2.611 -3.316 -3.284  0.000
C -2.781 -2.180 -4.052  0.001
C -2.345 -0.959 -3.557  0.000
C -1.764 -0.929 -2.308  0.004
N -1.605 -2.026 -1.557  0.008
H -0.877 -4.842 0.527  0.002
H -2.726 -4.953 -1.045  0.000
H -1.098 -5.102 -1.739  0.000
H -2.930 -4.286 -3.642  0.000
H -3.243 -2.245 -5.028  0.000
H -2.450 -0.049 -4.130  0.000
H -1.395 -0.006 -1.877  0.001
C 6.281 0.725 -0.417  0.000
C 5.255 1.846 -0.426  0.000
C 5.601 2.917 0.594  0.000
C 4.605 4.059 0.523  0.000
C 3.205 3.539 0.694  0.000
C 2.211 4.342 1.199  0.001
C 0.923 3.844 1.372  0.000
F -0.013 4.661 1.873  0.000
C 0.597 2.557 1.063  0.000
C 1.592 1.718 0.538  0.001
C 1.253 0.345 0.207  0.005
O 0.043 -0.024 0.405  0.003
C 2.279 -0.454 -0.323  0.004
C 3.532 0.105 -0.474  0.000
N 3.868 1.348 -0.159  0.004
C 2.894 2.205 0.356  0.002
C 2.166 -1.878 -0.826  0.002
O 3.127 -2.373 -1.372  0.006
O 1.034 -2.509 -0.669  -0.001
H 7.272 1.174 -0.474  0.000
H 6.190 0.049 -1.265  0.000
H 6.225 0.147 0.507  0.000
H 5.226 2.306 -1.418  0.000
H 6.608 3.276 0.382  0.000
H 5.615 2.475 1.595  0.000
H 4.693 4.561 -0.445  0.000
H 4.811 4.810 1.286  0.000
H 2.420 5.367 1.480  0.000
H -0.398 2.176 1.232  0.000
H 4.294 -0.533 -0.896  0.000
N -6.809 1.159 2.235  0.000
C -6.445 -0.142 2.293  0.000
O -7.183 -1.020 2.683  0.000
C -5.041 -0.488 1.840  0.001
C -4.168 0.386 1.209  0.000
C -2.916 -0.067 0.835  0.001
N -2.511 -1.320 1.054  0.005
C -3.348 -2.161 1.674  0.001
C -4.614 -1.787 2.074  0.000
H -7.732 1.397 2.557  0.000
H -6.183 1.900 1.987  0.000
H -4.428 1.412 0.986  0.000
H -2.200 0.585 0.356  0.000
H -2.969 -3.157 1.853  0.000
H -5.277 -2.482 2.568  0.000
O -0.242 -2.394 2.068  0.268